[1]
Here is a structure of composition C5H6O2S at a distorted geometry from the Open Molecules 2025 dataset. Energies are from ωB97M-V with the def2-TZVPD basis set.

```
14
Properties=species:S:1:pos:R:3:forces:R:3
C 0.033 0.558 -0.676 -1.732 -0.075 0.855
C -1.184 -0.429 -0.331 -1.047 -0.808 2.691
C -1.999 0.026 0.709 0.776 1.870 -1.571
C 1.215 -0.278 -0.801 0.147 -0.546 0.240
C 1.525 -0.883 0.529 0.460 -0.109 1.006
H 0.915 2.076 0.354 0.763 0.195 -0.526
H -0.119 1.058 -1.585 -0.608 0.653 -1.379
H -1.221 -1.669 -0.667 0.221 4.160 0.619
H -1.753 1.308 1.096 -1.157 -4.638 -1.115
H -2.929 -0.561 1.050 1.769 1.098 -0.370
H 0.794 -0.861 1.386 0.018 0.143 -1.041
O 0.119 1.561 0.371 -0.703 -1.283 -0.096
O 2.617 -1.310 0.740 1.128 -0.672 0.389
S 1.986 -0.597 -2.174 -0.036 0.012 0.299
```
Positions in Å, forces in eV/Å.

- 2S+1: 1
- F_max: 4.908 eV Å⁻¹
- Energy relative to the best compared isomer or geometry (same formula, charge and spin): 4.185 eV
- E: -742.6311 Eh
- HOMO: -9.2457 eV

Mulliken atomic charge list, values in e, 8 entries:
1. C 0.06
2. C -0.31
3. C -0.47
4. C 0.02
5. C 0.03
6. H 0.30
7. H 0.45
8. H 0.23

[2]
Here is the molecule C20H18N2O4S at a distorted geometry from the Open Molecules 2025 dataset. Energies are from ωB97M-V with the def2-TZVPD basis set.

```
45
Properties=species:S:1:pos:R:3:forces:R:3
C -5.137 -4.219 0.170 0.084 -0.240 -0.074
H -5.079 -4.313 -0.919 0.009 0.011 0.045
O -5.551 -2.930 0.556 -0.039 0.368 0.060
C -4.778 -1.868 0.219 -0.001 0.221 0.019
C -3.586 -1.941 -0.497 -0.153 -0.295 0.047
C -2.885 -0.785 -0.780 -0.031 0.332 0.065
C -3.337 0.457 -0.349 -0.012 -0.368 -0.092
C -4.537 0.528 0.359 0.145 -0.085 -0.078
C -5.248 -0.618 0.633 -0.071 -0.240 0.046
H -6.182 -0.579 1.172 -0.108 0.012 0.053
H -4.934 1.483 0.670 -0.048 0.083 0.034
C -2.513 1.643 -0.678 -0.286 0.209 0.187
O -1.756 1.675 -1.633 0.189 -0.015 -0.105
N -2.666 2.723 0.147 -0.056 0.196 0.119
H -3.028 2.553 1.072 0.048 -0.073 -0.087
C -1.716 3.805 0.023 0.158 -0.205 -0.211
H -1.624 4.078 -1.030 -0.037 0.067 0.193
C -0.351 3.344 0.534 -0.430 -0.081 0.193
O -0.211 2.604 1.470 0.047 0.094 -0.020
O 0.640 3.845 -0.197 0.077 0.210 -0.359
C 1.951 3.381 0.108 0.390 -0.076 0.343
C 2.161 1.956 -0.309 -0.759 -0.154 -0.517
C 1.311 1.194 -1.053 0.269 0.035 0.049
S 1.952 -0.380 -1.262 0.482 0.494 0.424
C 3.359 0.110 -0.322 -1.066 -0.011 -0.586
N 3.297 1.335 0.084 0.597 0.110 0.371
C 4.454 -0.792 -0.050 0.703 -0.514 0.200
C 4.450 -2.102 -0.528 -0.006 0.263 0.093
C 5.509 -2.945 -0.254 0.051 -0.111 -0.012
C 6.582 -2.495 0.498 0.029 -0.037 0.003
C 6.593 -1.193 0.976 0.069 -0.042 0.020
C 5.539 -0.344 0.707 -0.198 -0.036 -0.120
H 5.530 0.671 1.071 0.010 0.091 0.040
H 7.429 -0.842 1.563 0.061 0.032 0.046
H 7.408 -3.157 0.711 0.062 -0.052 0.015
H 5.498 -3.958 -0.627 0.000 -0.075 -0.028
H 3.612 -2.451 -1.114 -0.038 -0.102 -0.060
H 0.359 1.451 -1.475 -0.199 0.124 -0.046
H 2.632 4.045 -0.433 -0.116 -0.061 0.103
H 2.140 3.463 1.185 -0.014 0.032 -0.193
H -2.059 4.663 0.603 0.070 -0.045 -0.046
H -1.963 -0.833 -1.340 0.065 0.001 -0.048
H -3.198 -2.888 -0.838 0.008 -0.097 -0.008
H -5.898 -4.899 0.549 0.085 0.015 -0.049
H -4.169 -4.478 0.610 -0.036 0.018 -0.027
```
Positions in Å, forces in eV/Å.

- SMILES string: COc1ccc(C(=O)NCC(=O)OCc2csc(-c3ccccc3)n2)cc1
- 2S+1: 1
- F_max: 1.216 eV Å⁻¹
- Energy relative to the best compared isomer or geometry (same formula, charge and spin): 0.837 eV
- E: -1581.6319 Eh
- HOMO: -8.1579 eV

Mulliken atomic charge list, values in e, 8 entries:
1. C -0.83
2. H 0.34
3. O -0.45
4. C 0.89
5. C -0.37
6. C -0.92
7. C 0.04
8. C -0.37